No. 1
C3H8O2S | wB97M-V/def2-TZVPD

HOMO ... -9.2 eV
Energy ... -667.73688 a.u.
SMILES ... O=CO.CCS
HOMO-LUMO gap ... 9.98 eV
Spin multiplicity ... 1
Strongest force on any atom ... 0.0517 Eh/bohr
Relative energy (zero: lowest compared OMol25 entry of this formula, charge and spin) ... 27.6 kcal per mole
LUMO level ... 0.76 eV

CARTESIAN COORDINATES (ANGSTROEM)
C: -0.55048 -0.43532 1.68312
C: 0.95895 -0.63613 1.48525
S: 1.46053 -1.76980 0.04687
H: -0.92926 -0.23405 0.64936
H: -0.87864 -1.41604 1.97261
H: -0.80155 0.45834 2.28000
H: 1.46743 -1.07196 2.29702
H: 1.60178 0.25474 1.19529
H: 1.60757 -2.85582 0.75960
O: -1.46438 1.81566 -1.40051
C: -1.00791 1.88840 -2.51535
O: 0.10477 1.18814 -2.78651
H: -1.59736 2.47159 -3.37343
H: 0.02855 0.34225 -2.29331

Forces on the atoms, in the same order (eV/Å):
C 1.2 0.6 -2.2
C 1.3 1.1 -2.0
S -0.7 1.2 0.3
H -0.1 -0.1 0.9
H -0.9 0.0 0.6
H 0.1 -0.8 0.2
H 0.4 -0.4 1.3
H -1.3 -0.6 0.6
H 0.0 -0.8 0.4
O -0.5 0.5 -0.7
C -1.7 0.1 0.7
O -0.1 -0.4 -1.5
H 2.0 -1.1 1.4
H 0.3 0.8 0.1


No. 2
C3H5NO2 | wB97M-V/def2-TZVPD

HOMO ... -9.6 eV
Energy ... -322.43146 a.u.
SMILES ... C/[N+]([O-])=C/C=O
HOMO-LUMO gap ... 9.30 eV
Spin multiplicity ... 1
Strongest force on any atom ... 0.0505 Eh/bohr
Relative energy (zero: lowest compared OMol25 entry of this formula, charge and spin) ... 89.7 kcal per mole
LUMO level ... -0.28 eV

CARTESIAN COORDINATES (ANGSTROEM)
C: 1.27686 0.13137 0.16189
C: 2.72561 -0.30485 0.05881
C: -1.03420 0.02361 0.16823
N: 0.24859 -0.68680 -0.03675
O: 3.69860 0.38419 0.06078
O: 0.15403 -1.85007 -0.37169
H: 0.97885 1.08400 0.59378
H: 2.90346 -1.41248 -0.07729
H: -1.88381 -0.68428 0.34866
H: -0.79037 0.70628 1.02070
H: -1.45305 0.52006 -0.68697

Forces on the atoms, in the same order (eV/Å):
C 1.3 -0.9 0.3
C -1.4 -2.0 -0.6
C -1.3 -0.2 1.7
N -0.5 2.5 0.3
O 0.3 1.4 0.3
O 0.9 -1.7 -0.7
H 0.6 -0.1 -0.5
H -0.7 0.6 0.1
H 1.3 0.2 0.6
H -1.2 -0.5 -0.8
H 0.8 0.7 -0.7


No. 3
C3H4O2S | wB97M-V/def2-TZVPD

HOMO ... -9.5 eV
Energy ... -665.32525 a.u.
SMILES ... O=C[C@@H](O)C=S
HOMO-LUMO gap ... 8.80 eV
Spin multiplicity ... 1
Strongest force on any atom ... 0.0453 Eh/bohr
Relative energy (zero: lowest compared OMol25 entry of this formula, charge and spin) ... 37.9 kcal per mole
LUMO level ... -0.69 eV

CARTESIAN COORDINATES (ANGSTROEM)
C: 0.57637 0.49588 0.43948
C: -0.53989 -0.49987 0.51668
C: 1.74352 -0.05353 -0.35922
H: -0.62698 1.77874 -0.41263
H: 0.90486 0.66775 1.45583
H: -0.32729 -1.32363 1.18637
H: 2.33611 0.71104 -0.95414
O: 0.24336 1.79856 -0.03215
O: 2.06036 -1.21234 -0.12462
S: -1.96227 -0.38616 -0.22518

Forces on the atoms, in the same order (eV/Å):
C -0.7 1.7 -0.7
C -0.5 0.1 -0.1
C 0.8 -1.5 1.5
H -0.9 -0.1 -0.4
H 0.5 -0.3 0.5
H 0.1 -0.3 -0.1
H -0.6 -0.9 0.2
O 0.7 -0.5 0.3
O 0.1 1.7 -1.2
S 0.3 0.2 0.1


No. 4
C33H78Br3Cl6O20P5 | wB97M-V/def2-TZVPD

HOMO ... -10.1 eV
Energy ... -14999.46315 a.u.
HOMO-LUMO gap ... 10.13 eV
Spin multiplicity ... 1
Strongest force on any atom ... 0.0438 Eh/bohr
Relative energy (zero: lowest compared OMol25 entry of this formula, charge and spin) ... 0.0 kcal per mole
LUMO level ... 0.08 eV

CARTESIAN COORDINATES (ANGSTROEM)
C: -12.69166 -9.30580 7.11117
Br: -13.79934 -9.42683 8.68174
Br: -11.96869 -7.53306 6.91415
Br: -13.66026 -9.89159 5.53815
H: -11.87090 -9.99782 7.18428
C: -13.56601 -9.69349 14.16553
C: -13.88224 -10.38324 12.85287
O: -12.93825 -11.47647 12.69559
P: -12.50304 -11.93457 11.25746
O: -11.71037 -13.15368 11.23891
O: -13.87629 -12.07732 10.49635
C: -13.97644 -12.77616 9.24904
C: -14.41642 -14.21410 9.51837
O: -11.81302 -10.65459 10.61079
C: -10.37632 -10.61550 10.55940
C: -9.80420 -10.00419 11.81848
H: -14.18768 -8.80481 14.29117
H: -13.79878 -10.43516 14.92862
H: -12.54226 -9.33615 14.23699
H: -14.87921 -10.82533 12.87841
H: -13.83794 -9.66077 12.03043
H: -14.77802 -12.33498 8.65771
H: -13.06510 -12.76730 8.65475
H: -14.46595 -14.81519 8.60461
H: -13.76293 -14.69504 10.24405
H: -15.45201 -14.21385 9.87188
H: -9.98117 -11.62257 10.40188
H: -10.13808 -10.08450 9.63624
H: -10.26787 -9.03136 11.97727
H: -9.99829 -10.67252 12.65606
H: -8.72655 -9.88744 11.70475
C: -4.07564 -14.53683 3.47484
C: -5.19108 -13.91411 4.27869
O: -5.19510 -14.35725 5.65171
P: -6.17154 -15.45004 6.20882
O: -7.56399 -15.32160 5.76170
O: -5.98320 -15.34154 7.76002
C: -4.77846 -15.77445 8.44174
C: -3.77308 -14.63686 8.59219
O: -5.47496 -16.81828 5.78372
C: -6.34764 -17.94681 5.58986
C: -6.12830 -18.92520 6.69065
H: -3.10113 -14.18189 3.83543
H: -4.06739 -15.62736 3.49539
H: -4.10378 -14.26057 2.42043
H: -5.17693 -12.82940 4.27061
H: -6.11436 -14.26014 3.80268
H: -5.08745 -16.20011 9.39385
H: -4.31717 -16.57756 7.85785
H: -2.98568 -14.86705 9.30174
H: -3.34329 -14.37640 7.62568
H: -4.35239 -13.76189 8.90707
H: -7.38444 -17.63416 5.48324
H: -6.12420 -18.40114 4.62990
H: -5.09034 -19.14888 6.93162
H: -6.54810 -18.51928 7.62179
H: -6.65679 -19.87088 6.55085
C: -12.33372 -17.90204 7.48810
C: -12.85109 -18.21676 8.87503
O: -14.02831 -19.05365 8.81254
P: -15.44301 -18.40455 8.54760
O: -15.41052 -17.13098 7.84805
O: -16.09057 -18.39143 9.99368
C: -16.21958 -17.16050 10.74592
C: -17.58473 -16.51750 10.52022
O: -16.27575 -19.49112 7.79963
C: -16.42360 -20.84955 8.34516
C: -16.97138 -21.77252 7.27404
H: -13.05976 -17.33188 6.91553
H: -11.39914 -17.34505 7.50417
H: -12.13591 -18.88855 7.06120
H: -12.07120 -18.75273 9.41063
H: -13.13477 -17.32308 9.43693
H: -16.03844 -17.31756 11.80694
H: -15.48804 -16.45144 10.34639
H: -17.77325 -16.50265 9.44670
H: -18.38895 -17.03470 11.04704
H: -17.60681 -15.48810 10.88606
H: -15.47541 -21.17604 8.76951
H: -17.20418 -20.77970 9.11367
H: -18.01198 -21.59031 7.02871
H: -16.33926 -21.73570 6.38752
H: -16.91394 -22.77325 7.71488
C: -4.32370 -14.48093 -2.25534
C: -5.81125 -14.54673 -2.47942
O: -6.52387 -14.26994 -1.25768
P: -7.48273 -15.37983 -0.70914
O: -8.60391 -15.70086 -1.56450
O: -6.48193 -16.57825 -0.38559
C: -6.96121 -17.93200 -0.24193
C: -6.40014 -18.52264 1.03283
O: -7.89895 -14.74181 0.66526
C: -8.66696 -15.47398 1.67473
C: -10.17142 -15.47986 1.31723
H: -4.01043 -13.49998 -1.88681
H: -3.99937 -15.17435 -1.47393
H: -3.77540 -14.66660 -3.17816
H: -6.11141 -13.74735 -3.16181
H: -6.14437 -15.47998 -2.93679
H: -8.05393 -18.02291 -0.25590
H: -6.64262 -18.48227 -1.13131
H: -6.47350 -17.82143 1.86879
H: -6.69167 -19.53813 1.28235
H: -5.29276 -18.51810 1.09998
H: -8.34132 -16.51100 1.67227
H: -8.50772 -14.94980 2.61013
H: -10.80024 -14.93435 2.01497
H: -10.32878 -15.11204 0.30418
H: -10.60397 -16.48639 1.23970
C: -12.45713 -12.44018 3.02064
C: -13.58767 -12.27171 2.05263
O: -13.38346 -13.15640 0.91860
P: -14.38010 -13.19271 -0.30652
O: -13.92532 -14.00500 -1.40970
O: -15.77439 -13.62303 0.32338
C: -15.89750 -14.77851 1.20233
C: -17.16026 -15.52799 0.79708
O: -14.61720 -11.65970 -0.59506
C: -15.37482 -11.27345 -1.76148
C: -15.73122 -9.81424 -1.64904
H: -12.33088 -11.58393 3.68348
H: -12.52399 -13.35257 3.60987
H: -11.48991 -12.47316 2.50758
H: -14.58976 -12.39453 2.47246
H: -13.57553 -11.24957 1.65528
H: -15.02891 -15.42549 1.08855
H: -16.10906 -14.40415 2.20576
H: -17.10957 -15.98065 -0.19114
H: -17.42186 -16.28618 1.53938
H: -17.98950 -14.81595 0.78902
H: -14.77550 -11.40832 -2.66688
H: -16.24980 -11.92117 -1.84562
H: -16.60512 -9.57029 -2.25780
H: -16.01575 -9.55572 -0.62394
H: -14.93708 -9.12112 -1.92307
C: -10.18579 -14.06058 6.77910
Cl: -10.73735 -15.27884 5.65277
Cl: -10.48423 -14.54088 8.46103
Cl: -10.91785 -12.46781 6.53555
H: -9.11732 -13.98827 6.64010
C: -10.06142 -18.84462 4.26625
Cl: -9.91913 -20.24869 5.32692
Cl: -11.75089 -18.52442 3.87104
Cl: -9.12152 -19.16705 2.79607
H: -9.70725 -17.96028 4.77762

Forces on the atoms, in the same order (eV/Å):
C -0.4 0.1 -0.1
Br 0.0 0.2 -0.4
Br 0.0 -0.1 -0.1
Br 0.0 0.2 0.1
H 0.2 0.0 0.3
C -0.5 -0.2 -0.1
C 0.2 0.3 0.2
O -0.4 0.4 0.0
P -0.3 -0.3 -0.3
O 0.7 -0.3 0.2
O -0.2 0.7 0.0
C -0.7 -1.4 -0.3
C -0.2 0.1 -0.2
O 0.1 -0.4 0.1
C 0.4 -0.3 -0.4
C -0.1 0.0 -0.5
H -0.2 -0.2 0.0
H 0.3 0.3 0.4
H 0.2 -0.3 -0.1
H 0.0 0.1 -0.1
H 0.2 -0.3 -0.1
H 0.2 0.5 0.1
H 0.3 0.3 0.3
H 0.3 0.1 0.0
H 0.0 0.0 0.0
H 0.2 0.1 0.3
H -0.2 -0.1 0.2
H 0.0 0.4 0.2
H 0.1 0.0 0.2
H 0.0 0.1 0.1
H 0.0 0.1 0.1
C 1.2 0.2 0.2
C -0.8 -1.0 -0.8
O 0.6 0.4 0.1
P 0.0 0.1 -0.4
O 0.0 0.0 0.2
O 0.1 0.0 0.4
C 0.8 -0.3 -0.4
C -1.1 0.4 -0.3
O -0.5 0.2 -0.3
C 0.2 -0.6 -0.7
C -0.6 -0.4 1.6
H -0.1 -0.2 0.0
H -0.2 0.0 0.3
H -0.4 0.2 0.0
H 0.1 0.0 0.2
H -0.2 0.4 0.2
H -0.2 0.2 0.0
H -0.2 0.0 0.1
H 0.0 -0.1 0.1
H 0.1 -0.1 0.0
H 0.4 0.0 0.3
H 0.0 0.2 0.4
H 0.5 0.1 -0.3
H 0.2 0.1 -0.5
H 0.1 0.0 -0.1
H 0.0 0.1 -0.3
C -0.1 -0.5 0.2
C -0.1 0.8 0.0
O 0.5 -0.6 -0.3
P 0.0 0.0 0.4
O 0.0 0.8 -0.2
O -0.5 0.2 0.8
C -0.2 0.9 -0.8
C 0.0 -0.2 0.1
O 0.1 -1.2 0.0
C -1.2 0.8 -0.2
C 0.8 -0.2 0.4
H -0.1 -0.1 -0.1
H 0.0 0.0 0.3
H 0.0 0.2 -0.5
H -0.3 -0.2 0.3
H 0.3 0.1 0.0
H 0.2 -0.5 -0.1
H 0.1 -0.2 0.3
H -0.2 0.0 0.0
H 0.0 -0.2 -0.2
H 0.2 0.0 0.0
H 0.0 0.0 -0.1
H 0.5 0.0 0.2
H 0.0 0.3 -0.1
H -0.1 -0.1 -0.1
H 0.0 -0.1 -0.3
C 0.4 0.1 0.6
C -0.2 0.7 -0.5
O 0.6 0.0 0.2
P 0.0 0.4 0.6
O -0.8 -0.9 -0.8
O -0.3 -0.4 0.2
C 0.1 -0.6 -0.2
C 2.0 0.8 0.7
O 0.2 0.2 0.9
C -1.1 0.1 -1.3
C -0.2 -0.4 -0.4
H -0.3 0.1 -0.2
H -0.1 -0.2 -0.3
H -0.1 -0.1 0.0
H 0.0 -0.1 0.0
H 0.1 -0.1 0.2
H 0.1 0.5 0.1
H 0.2 0.0 0.1
H -1.2 -0.2 0.2
H -0.4 0.1 -0.1
H -0.2 -0.4 -1.1
H 0.4 0.1 0.5
H 0.3 -0.2 0.1
H 0.1 0.2 0.0
H 0.1 0.4 0.1
H 0.4 0.0 0.4
C 0.8 -0.2 0.2
C 0.0 0.9 -0.9
O 0.1 0.0 0.4
P -0.2 0.3 1.1
O 0.4 -0.6 -0.8
O -0.2 -0.1 0.4
C -1.1 0.0 -0.9
C -0.3 0.3 0.0
O -0.1 0.3 -0.3
C 0.2 0.1 -0.4
C -0.6 0.6 0.6
H -0.5 -0.1 0.1
H -0.1 0.0 0.1
H -0.2 -0.1 -0.3
H 0.1 -0.4 0.1
H 0.0 -0.1 0.0
H 0.2 0.2 0.4
H 0.8 0.0 0.1
H 0.2 0.0 0.0
H 0.2 -0.1 -0.1
H 0.0 0.0 0.0
H 0.1 -0.3 0.2
H -0.1 0.2 0.1
H 0.1 -0.1 -0.2
H 0.0 -0.2 0.0
H 0.2 -0.3 -0.1
C 0.3 -0.1 0.7
Cl -0.4 0.1 -0.3
Cl 0.0 -0.1 -0.1
Cl -0.1 0.0 -0.4
H 0.1 0.1 0.0
C -0.3 -0.3 -0.3
Cl 0.0 0.1 0.2
Cl 0.0 0.0 0.0
Cl -0.1 0.3 0.2
H 0.3 0.0 0.0